2 unconnected molecules or ions with the total composition C3H11N2O. Source: the Open Molecules 2025 dataset; level of theory: ωB97M-V with the def2-TZVPD basis set.

The value obtained for the energy is -8309.48937 eV. As for the LUMO energy: -4.56 eV. The molar mass comes out at 91.1 g/mol. The calculation puts the relative energy (zero: lowest compared OMol25 entry of this formula, charge and spin) at 222.2 kJ/mol. Its total charge is +1. The calculation puts the frontier orbital gap at 9.5858 eV.

Geometry (Å):
C -1.0128 0.2995 -1.8994
C 0.4538 0.7324 -1.6758
N 1.4892 -0.2431 1.6374
C 0.5105 0.2258 0.9320
N 0.7757 0.9003 -0.2272
H -1.5702 0.5295 -0.9910
H -1.0582 -0.7121 -2.2860
H -1.4203 0.9066 -2.7090
H 0.6101 1.7168 -2.0805
H 1.1779 0.0032 -2.0458
H 2.3806 0.2178 1.4725
H 1.3155 -0.8769 2.4047
H -0.5183 0.3231 1.2658
H 1.3957 1.6871 -0.0541
H -1.5320 -1.9265 2.8564
H -1.7234 -2.2063 1.4096
O -1.2737 -1.5773 1.9905

Cartesian forces (eV/Å) of the 6 atoms listed first:
0.8 0.7 -0.6
-1.2 -0.6 1.1
-0.3 0.8 0.4
-0.7 1.2 -2.2
1.0 1.3 1.2
-0.3 -0.5 -0.2

2 unconnected molecules or ions with the total composition C3H11N2O. Source: the Open Molecules 2025 dataset; level of theory: ωB97M-V with the def2-TZVPD basis set.

The value obtained for the energy is -8310.55693 eV. As for the LUMO energy: -3.95 eV. The molar mass comes out at 91.1 g/mol. The calculation puts the relative energy (zero: lowest compared OMol25 entry of this formula, charge and spin) at 119.2 kJ/mol. Its total charge is +1. The calculation puts the frontier orbital gap at 9.5511 eV.

Geometry (Å):
C -2.7260 1.4942 -1.4268
C -2.0724 0.8155 -0.2449
N 0.7186 -0.6666 -1.9914
C -0.3117 -0.5318 -1.1961
N -0.6349 0.5787 -0.5665
H -2.8245 0.8585 -2.3124
H -2.1544 2.3499 -1.7897
H -3.7490 1.8271 -1.2563
H -2.5584 -0.1164 0.0262
H -2.0679 1.4873 0.6080
H 1.4170 0.0466 -1.9658
H 0.9775 -1.5277 -2.4507
H -0.9727 -1.3481 -0.9331
H 0.0524 1.3019 -0.3961
H 4.0806 -0.5561 4.5019
H 3.4796 -1.9861 4.6823
O 4.2809 -1.4842 4.5025

Cartesian forces (eV/Å) of the 6 atoms listed first:
-0.4 0.1 -1.1
0.5 0.9 0.1
0.2 -0.4 0.5
-0.3 0.6 0.7
-0.1 -1.0 0.0
0.2 -0.4 0.2

2 unconnected molecules or ions with the total composition C3H11N2O. Source: the Open Molecules 2025 dataset; level of theory: ωB97M-V with the def2-TZVPD basis set.

The value obtained for the energy is -8310.21674 eV. As for the LUMO energy: -3.96 eV. The molar mass comes out at 91.1 g/mol. The calculation puts the relative energy (zero: lowest compared OMol25 entry of this formula, charge and spin) at 152.0 kJ/mol. Its total charge is +1. The calculation puts the frontier orbital gap at 11.0659 eV.

Geometry (Å):
C -0.6184 -1.8131 -1.0421
C 0.8388 -1.2078 -0.8309
N 1.0151 -0.5526 0.5357
C 0.4561 0.5207 1.0399
N 0.4071 0.8797 2.3575
H -0.7923 -2.6061 -0.2858
H -0.6076 -2.3353 -1.9730
H -1.3984 -1.0228 -0.9083
H 1.1265 -0.5429 -1.6400
H 1.4875 -2.0190 -0.8098
H 1.0565 -1.2717 1.2062
H 0.1263 1.3923 0.4390
H 0.9075 0.3063 3.1147
H -0.4738 1.2683 2.6948
H -1.2343 2.8073 -1.9803
H -2.3319 1.5729 -1.9573
O -1.4851 1.8953 -1.6442

Cartesian forces (eV/Å) of the 6 atoms listed first:
1.0 1.0 2.0
-2.3 1.2 0.1
-1.5 0.5 -0.6
0.2 1.8 0.4
1.0 -2.4 0.7
0.1 0.5 -0.2